{"formula": "C27H55HfNO5S2Sb2Si3", "method": "ωB97M-V/def2-TZVPD", "multiplicity": 1, "max_force_ev_per_a": 1.2, "homo_energy_ev": -7.3, "e_tot_ev": -100311.72600, "de_lowest_ev": 0.6141, "symbols": ["Hf", "O", "C", "C", "N", "C", "C", "O", "O", "C", "C", "O", "O", "H", "H", "H", "H", "H", "H", "H", "H", "H", "S", "C", "C", "C", "C", "C", "C", "S", "H", "H", "H", "H", "C", "Si", "C", "C", "Sb", "Si", "C", "C", "C", "Si", "C", "C", "C", "H", "H", "H", "H", "H", "H", "H", "H", "H", "H", "H", "H", "H", "H", "H", "H", "H", "H", "H", "H", "H", "H", "H", "H", "H", "H", "H", "C", "C", "Sb", "C", "C", "C", "C", "H", "H", "H", "H", "H", "H", "H", "H", "H", "H", "H", "H", "H", "H", "H"], "coordinates": [[0.3899, -0.4512, -0.2876], [-0.7916, 1.8290, 0.5148], [-1.6279, 1.6778, 1.6476], [-2.1779, 0.2723, 1.7588], [-1.1189, -0.7679, 1.7266], [-0.2289, -0.6642, 2.9157], [1.2481, -0.6935, 2.5007], [2.0954, -0.2842, 3.5406], [1.3653, 0.1296, 1.3896], [-1.7660, -2.0941, 1.6138], [-1.6776, -2.6454, 0.1912], [-2.5280, -3.3426, -0.2969], [-0.5373, -2.3245, -0.3792], [-1.3344, 1.9384, -0.2846], [-2.4609, 2.3851, 1.6192], [-1.0151, 1.9426, 2.5085], [-2.8419, 0.0767, 0.9144], [-2.7627, 0.1765, 2.6827], [-0.4600, -1.4586, 3.6284], [-0.4218, 0.2825, 3.4196], [-2.8072, -2.0596, 1.9365], [-1.2417, -2.8112, 2.2482], [-1.4878, 0.1267, -1.9476], [-1.0990, 1.7385, -2.5629], [-2.0977, 2.4600, -3.2212], [-1.8310, 3.6920, -3.7907], [-0.5483, 4.2222, -3.7080], [0.4481, 3.5220, -3.0524], [0.1942, 2.2788, -2.4684], [1.5203, 1.4489, -1.6610], [-3.0903, 2.0324, -3.2895], [-2.6169, 4.2345, -4.2999], [-0.3233, 5.1835, -4.1520], [1.4456, 3.9369, -2.9824], [3.0914, -5.3972, -3.3765], [2.6440, -4.5441, -1.7612], [1.0848, -5.3191, -1.0598], [4.1072, -4.8465, -0.6165], [2.1438, -2.0381, -2.1558], [0.7989, -2.1926, -4.3435], [1.8318, -3.0774, -5.6572], [0.4241, -0.4809, -5.0088], [-0.7473, -3.1807, -3.9703], [4.3214, -0.9575, -2.9647], [5.5241, -2.3111, -3.4853], [3.9804, 0.1473, -4.4382], [5.0723, 0.0432, -1.5661], [3.4433, -6.4002, -3.1135], [3.8863, -4.9035, -3.9358], [2.2288, -5.5131, -4.0321], [1.3562, -6.1455, -0.3971], [0.4594, -5.7246, -1.8572], [0.4856, -4.6080, -0.4932], [4.2856, -5.9265, -0.6269], [3.9353, -4.5551, 0.4189], [5.0222, -4.3606, -0.9596], [2.9078, -2.9331, -5.5504], [1.5458, -2.6705, -6.6317], [1.6407, -4.1501, -5.6819], [1.3083, -0.0381, -5.4690], [0.0340, 0.2140, -4.2678], [-0.3311, -0.5985, -5.7934], [-0.5076, -4.1592, -3.5502], [-1.2949, -3.3424, -4.9038], [-1.4036, -2.6692, -3.2655], [5.1991, -2.8230, -4.3927], [5.6792, -3.0611, -2.7084], [6.4947, -1.8518, -3.6968], [3.6699, -0.4282, -5.3124], [4.8995, 0.6792, -4.7007], [3.2101, 0.8850, -4.2105], [5.4488, -0.6004, -0.7697], [4.3583, 0.7468, -1.1348], [5.9151, 0.6198, -1.9586], [1.4156, -3.4315, 4.9516], [2.6150, -3.2513, 4.0295], [2.0658, -2.7151, 2.0182], [2.1838, 1.1276, 3.7721], [3.3322, 1.7644, 3.0179], [3.9274, -1.8158, 1.4022], [5.0719, -1.7948, 2.4012], [1.7176, -3.8105, 5.9302], [0.6850, -4.1355, 4.5444], [0.9089, -2.4793, 5.1190], [3.1902, -4.1775, 3.9639], [3.2746, -2.4698, 4.4026], [2.3430, 1.2219, 4.8477], [1.2344, 1.6155, 3.5338], [4.2629, 1.2426, 3.2485], [3.4453, 2.8017, 3.3411], [3.1692, 1.7449, 1.9421], [3.6571, -0.7994, 1.1072], [4.2219, -2.3357, 0.4883], [5.9551, -1.3239, 1.9598], [5.3662, -2.7960, 2.7230], [4.8117, -1.2221, 3.2923]], "forces_ev_per_angstrom": [[-0.854, 0.819, -0.047], [0.122, -0.242, -0.197], [-0.001, 0.063, 0.046], [0.004, -0.112, -0.058], [0.088, 0.025, 0.063], [-0.119, -0.087, 0.112], [0.186, -0.153, -0.192], [-0.120, 0.123, 0.193], [0.114, -0.528, -0.451], [-0.064, -0.015, -0.075], [0.091, 0.005, 0.154], [-0.030, -0.032, 0.090], [0.225, 0.483, -0.283], [0.062, 0.031, 0.149], [-0.007, -0.015, -0.024], [-0.001, -0.005, 0.003], [-0.006, 0.013, -0.002], [-0.001, 0.020, 0.000], [0.007, 0.022, 0.005], [0.058, 0.003, 0.024], [0.004, -0.016, 0.008], [0.027, -0.020, -0.033], [0.072, -0.209, 0.167], [0.034, -0.025, 0.002], [-0.028, 0.073, -0.042], [0.004, -0.005, 0.006], [0.013, -0.010, 0.010], [-0.037, 0.073, -0.038], [0.008, -0.029, 0.047], [-0.016, -0.320, 0.029], [0.009, -0.019, 0.011], [-0.003, -0.005, 0.002], [-0.009, -0.001, -0.002], [0.007, -0.021, 0.018], [-0.030, -0.046, 0.103], [-0.035, 0.021, -0.030], [0.101, -0.045, -0.008], [-0.027, 0.002, -0.013], [0.209, -0.105, 0.132], [-0.090, 0.070, -0.090], [-0.085, 0.040, 0.002], [0.016, -0.110, -0.014], [0.097, 0.060, -0.062], [0.108, 0.017, 0.008], [0.019, 0.131, 0.033], [0.014, -0.049, 0.039], [-0.005, -0.066, -0.081], [-0.005, -0.014, -0.053], [0.002, 0.044, 0.038], [-0.012, 0.030, 0.010], [-0.016, -0.008, -0.003], [-0.008, 0.030, -0.021], [0.025, 0.022, 0.011], [0.017, 0.003, 0.010], [-0.056, 0.015, -0.011], [-0.019, 0.009, -0.012], [0.000, 0.046, 0.054], [-0.008, -0.014, -0.002], [-0.003, 0.001, 0.035], [0.014, -0.013, 0.019], [0.027, -0.075, 0.015], [-0.009, 0.015, 0.007], [0.029, -0.008, 0.002], [-0.026, 0.008, 0.013], [0.037, 0.030, 0.004], [-0.048, 0.001, 0.003], [-0.024, 0.016, 0.013], [0.000, -0.016, -0.016], [-0.017, -0.013, 0.013], [0.005, 0.002, 0.008], [-0.003, -0.002, 0.029], [-0.013, -0.017, 0.020], [-0.027, -0.016, -0.032], [0.005, -0.003, 0.001], [-0.088, 0.019, -0.007], [0.060, -0.038, 0.060], [-0.051, 0.046, 0.146], [-0.038, -0.004, 0.099], [0.055, 0.055, 0.051], [0.037, 0.012, -0.195], [0.076, 0.018, 0.107], [0.022, 0.000, -0.007], [0.005, 0.001, -0.003], [0.005, -0.007, 0.002], [0.009, 0.013, -0.025], [-0.011, -0.009, -0.008], [-0.016, 0.032, 0.010], [0.057, 0.030, -0.069], [-0.012, -0.014, -0.021], [0.000, 0.013, -0.040], [-0.041, -0.021, 0.018], [-0.041, -0.005, 0.026], [0.032, 0.025, 0.016], [-0.009, -0.009, 0.000], [-0.027, -0.009, -0.009], [-0.019, -0.024, -0.013]], "lowdin_charge": [1.1210, -0.1623, -0.2105, -0.1619, -0.1915, -0.1235, -0.7187, -0.1588, -0.3697, -0.0851, -0.6243, 0.1008, -0.3535, 0.0390, 0.1342, 0.1093, 0.1207, 0.1375, 0.1136, 0.1124, 0.1333, 0.1189, 0.6161, -0.7101, -0.1288, -0.0990, -0.0960, -0.1255, -0.6932, 0.5360, 0.0971, 0.0982, 0.0993, 0.0968, -0.2183, 0.3152, -0.2198, -0.2283, 0.8730, 0.3346, -0.2169, -0.2036, -0.2091, 0.3028, -0.2204, -0.2223, -0.2214, 0.0356, 0.0173, 0.0148, 0.0350, 0.0280, -0.0104, 0.0371, -0.0138, 0.0177, 0.0089, 0.0344, 0.0161, 0.0193, -0.0172, 0.0439, 0.0184, 0.0376, 0.0081, 0.0168, 0.0079, 0.0345, 0.0196, 0.0367, 0.0087, 0.0135, 0.0009, 0.0361, -0.1994, -0.4474, 1.4853, -0.2288, -0.0595, -0.4473, -0.1758, 0.0672, 0.0605, 0.0506, 0.0458, 0.0381, 0.1221, 0.1067, 0.0728, 0.0788, 0.0686, 0.0322, -0.0002, 0.0682, 0.0664, 0.0522]}



{"formula": "C27H55N19O7", "method": "ωB97M-V/def2-TZVPD", "multiplicity": 1, "max_force_ev_per_a": 2.4, "homo_energy_ev": -8.3, "e_tot_ev": -71541.91468, "smiles": "c1cc[nH]c1.c1cc[nH]c1.c1cc[nH]c1.c1cc[nH]c1.NC(N)=O.NC(N)=O.NC(N)=O.NC(N)=O.NC(N)=O.NC(N)=O.NC(N)=O.CCCC#N", "symbols": ["C", "O", "N", "N", "H", "H", "H", "H", "C", "O", "N", "N", "H", "H", "H", "H", "C", "O", "N", "N", "H", "H", "H", "H", "C", "O", "N", "N", "H", "H", "H", "H", "C", "O", "N", "N", "H", "H", "H", "H", "C", "O", "N", "N", "H", "H", "H", "H", "C", "O", "N", "N", "H", "H", "H", "H", "C", "C", "C", "C", "N", "H", "H", "H", "H", "H", "H", "H", "N", "C", "C", "C", "C", "H", "H", "H", "H", "H", "N", "C", "C", "C", "C", "H", "H", "H", "H", "H", "N", "C", "C", "C", "C", "H", "H", "H", "H", "H", "N", "C", "C", "C", "C", "H", "H", "H", "H", "H"], "coordinates": [[-1.2468, 2.2603, 3.3156], [-1.3645, 2.6651, 2.1646], [-1.0115, 3.1079, 4.3612], [-1.1184, 0.9325, 3.6550], [-0.6588, 2.7536, 5.2318], [-1.0072, 4.0995, 4.2160], [-1.3261, 0.2953, 2.9024], [-1.5423, 0.6779, 4.5354], [-2.0128, -2.2444, -3.0383], [-1.8381, -2.7898, -1.9517], [-2.7671, -1.1004, -3.1405], [-1.5114, -2.7461, -4.1925], [-2.9166, -0.6357, -2.2631], [-2.8830, -0.6315, -4.0194], [-1.5417, -2.2827, -5.0812], [-0.8171, -3.4579, -4.0170], [1.6160, -4.8838, -3.0903], [1.9091, -5.4162, -4.1436], [1.4196, -3.5216, -2.9968], [1.5676, -5.4948, -1.8742], [1.5147, -3.0053, -3.8526], [1.4006, -2.9955, -2.1431], [1.6785, -6.4902, -1.8037], [1.0611, -5.0611, -1.1134], [-1.6670, -7.0621, 1.6993], [-1.3795, -8.0930, 2.2883], [-0.9781, -6.6180, 0.6150], [-2.6879, -6.2484, 2.1128], [-0.2387, -7.1847, 0.2479], [-1.2462, -5.8055, 0.0902], [-3.1907, -6.5629, 2.9200], [-3.0584, -5.5258, 1.5237], [2.1927, -2.1674, 4.1482], [2.0247, -3.1212, 4.8874], [1.4859, -1.0025, 4.2462], [3.1430, -2.0762, 3.1671], [0.7156, -0.9655, 4.8828], [1.6953, -0.3329, 3.5259], [3.6646, -2.9018, 2.9383], [3.5226, -1.1557, 3.0104], [-3.9702, -2.6493, 1.3699], [-3.1840, -3.1102, 2.1823], [-3.8215, -2.8098, 0.0211], [-5.0445, -1.8705, 1.7414], [-2.9559, -3.0950, -0.4279], [-4.4507, -2.3360, -0.6056], [-5.7811, -1.7753, 1.0603], [-5.3609, -2.0434, 2.6815], [3.2275, 2.1439, 2.0835], [3.2231, 1.0356, 2.6181], [3.1757, 2.1853, 0.7126], [3.5169, 3.3053, 2.7181], [3.2889, 1.2869, 0.2681], [3.3564, 3.0567, 0.2458], [3.5541, 3.3739, 3.7167], [3.7464, 4.1060, 2.1585], [0.2259, 0.8225, -0.5460], [-0.5628, -0.2855, 0.1460], [0.2321, -1.1590, 1.1169], [0.2973, -2.5642, 0.7044], [0.3222, -3.6445, 0.3199], [1.1452, 0.4760, -1.0254], [0.4830, 1.7478, -0.0320], [-0.4025, 1.1893, -1.3711], [-1.0820, -0.8916, -0.5917], [-1.3346, 0.2746, 0.6857], [-0.2350, -1.1865, 2.1022], [1.2685, -0.8736, 1.3152], [5.4456, -0.2640, -0.3193], [5.0573, 0.3710, -1.4623], [3.8040, -0.1086, -1.7917], [3.4374, -1.0309, -0.7805], [4.4426, -1.0591, 0.1586], [6.3233, -0.1404, 0.1539], [5.7648, 0.9313, -2.0495], [3.3366, 0.0665, -2.7461], [2.5398, -1.6240, -0.7183], [4.5772, -1.6878, 1.0171], [-4.0965, 2.7062, 1.6258], [-4.9388, 3.7865, 1.5316], [-6.2032, 3.3071, 1.2906], [-6.0869, 1.9099, 1.0967], [-4.7678, 1.5720, 1.2634], [-3.0778, 2.7905, 1.6145], [-4.5392, 4.7519, 1.7950], [-7.0875, 3.8978, 1.1159], [-6.9059, 1.2422, 0.8801], [-4.2521, 0.6309, 1.1759], [0.9282, 2.3269, -3.8306], [1.0419, 2.5925, -5.1734], [2.3477, 2.9244, -5.4189], [3.0359, 2.8754, -4.1955], [2.1471, 2.4654, -3.2358], [0.0585, 2.0987, -3.3855], [0.1707, 2.4547, -5.7911], [2.7453, 3.1395, -6.3968], [4.0768, 3.0593, -3.9843], [2.2549, 2.3341, -2.1728], [0.1350, 5.9871, 0.0230], [0.0627, 7.0401, -0.8565], [0.5487, 6.5990, -2.0635], [1.0529, 5.2873, -1.8686], [0.8070, 4.9485, -0.5622], [-0.3179, 5.9532, 0.9174], [-0.4824, 7.9306, -0.5919], [0.5395, 7.2165, -2.9470], [1.5587, 4.7432, -2.6446], [1.0367, 4.0539, -0.0056]], "forces_ev_per_angstrom": [[1.422, 0.478, 0.082], [-0.114, -0.134, 0.054], [-0.377, -0.216, 0.121], [-0.527, 0.072, 0.024], [-0.029, 0.036, 0.005], [-0.057, -0.022, -0.163], [-0.168, 0.015, 0.015], [0.086, -0.169, -0.028], [-0.326, 0.275, 0.037], [0.257, 0.116, -0.372], [0.204, -0.447, 0.111], [0.185, -0.439, 0.375], [-0.242, 0.254, -0.156], [-0.009, 0.228, 0.141], [0.021, 0.086, 0.075], [0.005, -0.079, -0.345], [0.809, 0.398, 0.484], [-0.320, -0.177, -0.087], [-0.462, 0.283, -0.659], [-0.338, -0.323, 0.463], [0.214, -0.036, 0.014], [-0.069, -0.298, 0.202], [0.043, -0.016, -0.404], [0.134, 0.153, -0.006], [-0.210, -0.193, 0.426], [0.097, 0.037, -0.033], [0.048, 0.157, -0.554], [0.222, -0.261, -0.262], [-0.052, -0.162, 0.129], [0.066, 0.106, 0.156], [-0.132, 0.063, -0.047], [0.015, 0.218, 0.277], [-0.053, -0.158, 1.136], [-0.110, -0.044, -0.513], [0.349, -0.287, -0.257], [0.054, -0.091, -0.474], [-0.025, 0.198, -0.048], [-0.537, 0.597, 0.331], [0.185, 0.039, 0.278], [0.172, -0.080, -0.312], [0.756, -0.105, -0.285], [-0.122, 0.070, -0.013], [-0.345, 0.073, -0.240], [-0.289, -0.099, -0.063], [-0.028, 0.081, 0.426], [-0.015, -0.015, 0.062], [-0.099, 0.053, 0.133], [0.018, 0.074, 0.033], [1.608, -1.476, -0.921], [-0.788, 0.268, 0.806], [-0.420, 0.796, 0.844], [-0.447, 0.432, -0.282], [0.005, 0.125, -0.309], [0.032, -0.233, -0.397], [0.018, -0.225, 0.017], [-0.089, 0.175, 0.228], [0.081, 0.157, -1.548], [0.011, 1.283, 0.324], [-0.007, -0.769, 0.583], [-0.135, 0.163, -0.235], [0.145, -0.026, -0.090], [-0.016, -0.184, 0.107], [-0.133, -0.419, 0.813], [0.013, -0.092, 0.020], [0.136, -0.177, -0.017], [-0.143, -0.398, 0.162], [0.019, -0.039, 0.020], [-0.040, 0.418, -0.266], [0.097, 0.304, 0.699], [-0.091, -0.725, -0.405], [0.706, -0.078, -0.196], [-0.281, 0.039, 0.460], [0.137, -0.285, -0.924], [-0.013, 0.145, -0.052], [-0.093, 0.227, 0.096], [-0.259, 0.141, 0.150], [-0.037, 0.039, -0.028], [-0.022, 0.105, 0.131], [0.377, 0.296, -1.045], [0.135, -0.461, 0.881], [0.169, 0.431, -0.563], [-0.169, -0.292, -0.060], [-0.038, 0.129, 0.376], [-0.422, -0.133, 0.208], [-0.271, 0.159, -0.183], [-0.031, 0.018, 0.249], [0.080, -0.057, -0.070], [-0.089, -0.079, 0.123], [0.021, -0.124, -0.438], [-0.240, -0.220, 0.498], [-0.329, 0.073, -0.812], [0.421, -0.402, 0.760], [-0.310, 0.287, 0.187], [0.112, -0.020, 0.204], [0.156, 0.184, -0.243], [0.081, 0.098, 0.054], [0.036, 0.076, -0.234], [0.069, -0.042, -0.016], [0.550, 0.377, 0.061], [-0.910, -0.703, -0.189], [0.049, 0.728, 0.558], [0.065, 0.481, -0.277], [-0.254, -0.329, -0.168], [0.181, 0.006, 0.084], [0.097, 0.060, -0.030], [0.218, -0.210, -0.134], [0.067, -0.289, 0.188], [-0.125, -0.045, -0.027]], "lowdin_charge": [-0.6308, -0.0026, 0.1658, 0.1770, 0.1005, 0.1037, 0.0745, 0.1113, -0.6540, -0.0193, 0.1626, 0.1732, 0.0920, 0.0944, 0.1031, 0.0869, -0.6839, 0.0251, 0.1442, 0.1586, 0.0971, 0.0587, 0.1006, 0.0241, -0.6886, 0.0099, 0.1495, 0.1570, 0.0915, 0.0668, 0.1002, 0.0664, -0.6801, 0.0347, 0.1487, 0.1488, 0.0915, 0.0420, 0.1011, 0.0545, -0.6789, 0.0131, 0.1626, 0.1414, 0.0572, 0.0879, 0.0919, 0.1045, -0.6367, -0.0031, 0.1792, 0.1712, 0.0557, 0.0929, 0.1075, 0.0978, -0.0913, -0.2100, -0.1623, -0.1828, 0.1917, 0.0480, 0.0491, 0.0622, 0.0783, 0.0863, 0.0894, 0.0953, 0.0179, -0.1318, -0.1206, -0.1131, -0.1226, 0.1510, 0.1111, 0.0887, 0.0711, 0.0976, 0.0070, -0.1371, -0.1190, -0.1265, -0.1517, 0.0856, 0.1020, 0.0873, 0.0829, 0.0791, 0.0217, -0.1283, -0.1076, -0.1128, -0.1961, 0.1266, 0.1040, 0.0931, 0.0958, 0.0894, 0.0035, -0.1363, -0.1036, -0.1003, -0.1433, 0.1384, 0.1042, 0.0921, 0.0661, 0.0794]}